1.
The following is a quantum chemistry calculation of a molecular structure, C25H22BiCl4F3N5O6S2Si at a distorted geometry, from the Open Molecules 2025 dataset.

```
! wB97M-V def2-TZVPD RIJCOSX def2/J DEFGRID3
* xyz -1 1
Bi 0.19 0.86 0.61
O 0.22 2.95 -4.86
C 0.27 1.59 -4.92
O 0.32 1.05 -6.02
C 0.26 0.83 -3.67
C 0.36 -0.55 -3.58
Cl 0.72 -1.66 -4.84
N 0.26 -0.93 -2.25
N 0.19 0.17 -1.46
C 0.19 1.21 -2.30
C 0.16 2.58 -1.75
O 0.13 3.54 -2.58
O 0.19 2.63 -0.49
C 0.21 -2.21 -1.60
C 0.01 -3.42 -2.28
C -0.01 -4.64 -1.58
C 0.15 -4.66 -0.20
C 0.33 -3.47 0.49
C 0.36 -2.26 -0.20
H 0.18 3.33 -3.94
H -0.19 -3.47 -3.34
H -0.17 -5.56 -2.13
H 0.13 -5.61 0.33
H 0.45 -3.47 1.57
H 0.50 -1.34 0.37
F 5.69 -1.53 -0.47
C 4.84 -1.44 0.61
F 4.17 -2.62 0.61
F 5.69 -1.54 1.69
C 4.12 -0.12 0.61
C 4.98 1.02 0.61
C 4.48 2.32 0.61
C 3.12 2.49 0.61
N 2.25 1.47 0.61
C 2.75 0.14 0.61
S 1.61 -1.29 0.61
H 6.06 0.87 0.61
H 5.15 3.17 0.61
H 2.67 3.48 0.61
Cl 1.82 3.28 3.26
Si 0.19 3.08 2.02
Cl 0.18 4.79 0.89
Cl -1.43 3.27 3.27
S 1.32 -0.04 5.00
C -0.26 -0.67 4.81
C -0.70 -0.45 3.52
N 0.19 0.20 2.69
C 1.29 0.47 3.36
H -0.78 -1.16 5.62
H -1.67 -0.75 3.13
H 2.13 0.98 2.91
O -2.72 -2.14 -0.25
C -2.05 -1.09 0.04
O -0.95 -0.92 0.61
C -2.83 0.17 -0.42
N -4.17 -0.26 -1.04
C -5.28 0.25 -0.20
C -4.62 0.55 1.13
C -3.24 1.07 0.74
H -2.27 0.71 -1.19
H -4.07 -1.30 -0.93
H -4.22 -0.09 -2.05
H -6.06 -0.51 -0.15
H -5.65 1.16 -0.69
H -4.53 -0.37 1.72
H -5.19 1.28 1.71
H -2.55 1.04 1.58
H -3.32 2.11 0.39
H -1.59 1.43 0.61
*
```

The total energy is -5131.53503 Ha. For the energy relative to the best compared isomer or geometry (same formula, charge and spin), the calculation gives 0.0000 eV. The HOMO-LUMO gap (alpha / beta) comes out at 3.377 / 3.650 eV. The molecular weight is 988.49 g mol⁻¹.

Results of the Löwdin charge analysis, in e, for atoms 1 through 2:
1 Bi 1.444
2 O 0.086

2.
The following is a quantum chemistry calculation of a molecular structure, C25H22BrN3O2PdSb, from the Open Molecules 2025 dataset.

```
! wB97M-V def2-TZVPD RIJCOSX def2/J DEFGRID3
* xyz -1 1
Pd 0.43 -0.16 0.23
C -2.18 0.39 -1.87
C -2.47 1.36 -0.77
C -3.64 2.12 -0.73
C -3.81 3.03 0.30
C -2.84 3.11 1.28
C -1.71 2.30 1.17
N -1.54 1.47 0.17
Sb -0.17 2.49 2.69
C 1.52 2.41 1.32
C 2.77 2.86 1.68
C 3.79 2.81 0.75
C 3.52 2.27 -0.51
C 2.24 1.81 -0.78
C 1.85 1.17 -2.08
N 1.24 1.92 0.12
C -0.10 0.35 3.09
C 0.38 -0.14 4.29
C 0.33 -1.51 4.51
C -0.17 -2.32 3.49
C -0.63 -1.74 2.32
C -1.18 -2.53 1.17
N -0.63 -0.41 2.15
H -3.02 0.27 -2.55
H -1.91 -0.58 -1.43
H -1.31 0.73 -2.43
H -4.39 2.01 -1.49
H -4.68 3.67 0.33
H -2.94 3.78 2.12
H 2.93 3.27 2.68
H 4.78 3.18 0.98
H 4.29 2.22 -1.26
H 2.41 1.54 -2.93
H 0.78 1.33 -2.23
H 2.01 0.08 -1.99
H 0.77 0.54 5.03
H 0.65 -1.93 5.45
H -0.20 -3.40 3.62
H -1.67 -3.46 1.49
H -0.36 -2.77 0.49
H -1.89 -1.89 0.64
Br 5.27 -5.94 -2.25
C 4.97 -4.68 -0.82
C 5.88 -4.68 0.22
C 5.70 -3.79 1.26
C 4.63 -2.92 1.24
C 3.72 -2.93 0.19
C 3.89 -3.83 -0.86
C 2.56 -1.93 0.22
O 2.56 -1.13 1.16
O 1.73 -2.02 -0.72
H 6.72 -5.37 0.23
H 6.41 -3.77 2.07
H 4.48 -2.20 2.04
H 3.18 -3.82 -1.67
*
```

The total energy is -4222.76105 Ha. For the energy relative to the best compared isomer or geometry (same formula, charge and spin), the calculation gives 0.0000 eV. The HOMO-LUMO gap comes out at 4.961 eV. The molecular weight is 704.55 g mol⁻¹.

Results of the Löwdin charge analysis, in e, for atoms 1 through 2:
1 Pd 0.456
2 C -0.040

3.
The following is a quantum chemistry calculation of a molecular structure, C25H22CeNO3S2 at a distorted geometry, from the Open Molecules 2025 dataset.

```
! wB97M-V def2-TZVPD RIJCOSX def2/J DEFGRID3
* xyz 1 1
C -0.59 2.31 -1.13
C -0.67 1.28 -2.12
C -1.96 0.66 -2.02
H 0.07 1.06 -2.88
C -2.68 1.31 -0.95
C -1.82 2.32 -0.40
H -2.09 3.03 0.39
H 0.25 3.00 -1.03
H -2.35 -0.10 -2.69
H -3.71 1.12 -0.68
C 1.49 -1.04 1.13
C 1.94 0.22 0.62
C 1.33 1.27 1.37
H 2.76 0.38 -0.07
C 0.52 0.66 2.38
C 0.63 -0.76 2.25
H 0.21 -1.50 2.92
H 1.81 -2.02 0.79
H 1.54 2.32 1.22
H -0.02 1.20 3.17
Ce -0.74 0.01 0.15
O -3.18 -2.13 0.79
C -3.60 -2.98 -0.29
C -4.65 -2.58 0.73
H -3.63 -2.48 -1.27
H -3.26 -4.02 -0.26
H -5.33 -1.76 0.43
H -7.25 -3.09 1.26
C -6.58 -3.73 1.85
C -5.17 -3.57 1.69
C -4.33 -4.44 2.41
H -3.24 -4.35 2.29
C -4.87 -5.39 3.28
H -4.19 -6.03 3.85
C -6.25 -5.53 3.43
H -6.66 -6.28 4.09
C -7.10 -4.70 2.69
H -8.18 -4.82 2.77
O 6.81 1.12 0.17
S 5.93 2.25 0.16
O 6.07 3.26 1.18
N 4.33 1.82 -0.19
C 3.92 2.26 -1.38
S 2.51 2.03 -2.17
C 4.93 3.00 -2.14
C 4.81 3.53 -3.42
C 5.91 4.18 -3.95
C 7.12 4.29 -3.22
C 7.23 3.72 -1.93
C 6.11 3.08 -1.41
H 3.88 3.41 -3.98
H 5.85 4.61 -4.95
H 7.98 4.82 -3.64
H 8.13 3.76 -1.33
*
```

The total energy is -2517.39587 Ha. The HOMO-LUMO gap (alpha / beta) comes out at 4.127 / 4.121 eV. The molecular weight is 588.71 g mol⁻¹.

Results of the Löwdin charge analysis, in e, for atoms 1 through 2:
1 C -0.176
2 C -0.184

4.
The following is a quantum chemistry calculation of a molecular structure, C25H22Cl12F9KMgN4O7P at a distorted geometry, from the Open Molecules 2025 dataset.

```
! wB97M-V def2-TZVPD RIJCOSX def2/J DEFGRID3
* xyz -1 1
O 5.00 0.40 -1.48
P 5.01 -0.94 -0.53
Cl 5.28 -0.20 1.52
C 3.48 -1.79 -0.57
C 2.31 -0.92 -0.60
C 1.21 -1.29 -1.41
C 0.09 -0.48 -1.41
C 0.13 0.64 -0.58
C 1.25 0.95 0.16
N 2.34 0.20 0.16
H 4.19 0.47 -2.00
H 3.50 -2.40 -1.47
H 1.23 -2.18 -2.02
H -0.78 -0.72 -2.00
H -0.75 1.29 -0.53
H 1.25 1.85 0.77
C -0.39 -3.77 0.64
O 0.70 -4.02 0.15
N -1.42 -4.67 0.68
N -0.67 -2.55 1.20
H -2.32 -4.46 1.07
H -1.26 -5.57 0.27
H 0.06 -1.86 1.18
H -1.56 -2.32 1.60
C 3.53 4.07 1.73
C 4.40 4.11 0.46
C 5.83 3.59 0.55
F 6.60 4.32 1.46
F 6.45 3.68 -0.60
F 4.38 5.36 -0.05
F 3.77 3.30 -0.43
O 3.40 5.27 2.50
C 4.32 5.62 3.45
C 5.06 6.91 3.10
F 5.68 6.80 1.91
F 6.01 7.15 4.04
F 5.17 4.60 3.72
F 3.63 5.86 4.60
H 2.52 3.90 1.37
H 3.77 3.21 2.36
H 5.85 2.53 0.85
H 4.36 7.74 3.06
K 7.68 0.39 0.34
N -4.87 -4.15 1.90
C -5.58 -4.57 0.81
C -6.32 -3.50 0.35
C -6.04 -2.40 1.21
C -5.15 -2.83 2.15
H -4.24 -4.72 2.44
H -5.50 -5.58 0.44
H -6.98 -3.51 -0.50
H -6.45 -1.41 1.13
H -4.68 -2.31 2.97
F 6.44 3.37 -3.04
C -1.93 -7.60 3.50
Cl -3.14 -6.32 3.34
Cl -1.30 -8.06 1.91
Cl -0.63 -7.09 4.56
H -2.41 -8.47 3.93
Mg 8.43 3.82 2.75
C -2.64 4.43 -0.12
Cl -2.27 5.64 1.13
Cl -4.27 3.81 0.12
Cl -2.50 5.16 -1.71
Cl -1.49 3.08 0.00
C 1.28 1.61 -5.13
Cl 1.33 0.23 -6.23
Cl 0.11 2.80 -5.74
Cl 0.78 1.06 -3.52
Cl 2.87 2.35 -5.01
C -6.05 -1.04 -3.72
C -6.01 -2.47 -3.72
C -5.17 -3.07 -2.60
O -5.08 -4.27 -2.41
C -4.45 -2.15 -1.74
C -4.48 -0.72 -1.76
C -5.40 -0.12 -2.81
O -5.60 1.08 -2.90
O -3.85 0.00 -1.01
O -6.58 -3.19 -4.51
H -6.64 -0.54 -4.49
H -3.82 -2.65 -1.01
*
```

The total energy is -9273.85292 Ha. The HOMO-LUMO gap comes out at 1.374 eV. The molecular weight is 1181.27 g mol⁻¹.

Results of the Löwdin charge analysis, in e, for atoms 1 through 2:
1 O -0.361
2 P 0.525

5.
The following is a quantum chemistry calculation of a molecular structure, C25H22FN2S2Zr at a distorted geometry, from the Open Molecules 2025 dataset.

```
! wB97M-V def2-TZVPD RIJCOSX def2/J DEFGRID3
* xyz 1 1
Zr 0.21 -0.20 0.07
C 6.77 0.59 3.37
C 5.30 0.31 3.06
C 5.00 -1.16 3.40
C 4.44 1.23 3.94
C 4.95 0.56 1.60
C 5.90 1.01 0.67
C 5.59 1.26 -0.66
C 4.28 1.04 -1.08
S 3.55 1.27 -2.64
C 2.03 0.73 -2.03
N 2.07 0.40 -0.74
C 3.33 0.58 -0.17
C 3.65 0.34 1.16
C 0.78 0.68 -2.76
C 0.70 1.01 -4.11
C -0.53 1.04 -4.74
C -1.68 0.78 -4.01
C -1.60 0.42 -2.67
C -0.38 0.35 -2.00
H 6.96 0.40 4.42
H 7.03 1.63 3.17
H 7.44 -0.06 2.79
H 5.29 -1.37 4.43
H 5.57 -1.83 2.75
H 3.94 -1.39 3.30
H 4.68 1.06 4.99
H 3.37 1.04 3.81
H 4.64 2.28 3.71
H 6.92 1.18 0.98
H 6.34 1.62 -1.35
H 2.87 0.00 1.83
H 1.61 1.25 -4.67
H -0.59 1.29 -5.79
H -2.65 0.83 -4.49
H -2.51 0.20 -2.13
F -0.71 -2.92 -4.20
C -0.48 -2.80 -2.89
C 0.82 -2.81 -2.43
C 1.07 -2.68 -1.08
C 0.00 -2.54 -0.15
C 0.27 -2.14 1.23
C -1.31 -2.50 -0.67
C -1.55 -2.66 -2.03
H 1.63 -2.97 -3.14
H 2.08 -2.77 -0.70
H 1.24 -2.47 1.61
H -0.54 -2.34 1.93
H -2.15 -2.45 0.01
H -2.55 -2.69 -2.43
S -0.62 4.03 0.61
C -0.54 2.51 0.92
N -0.48 1.33 1.18
*
```

The total energy is -2018.50782 Ha. The HOMO-LUMO gap comes out at 7.525 eV. The molecular weight is 524.82 g mol⁻¹.

Results of the Löwdin charge analysis, in e, for atoms 1 through 2:
1 Zr 1.703
2 C -0.060

6.
The following is a quantum chemistry calculation of a molecular structure, C25H22FN4S3Tl, from the Open Molecules 2025 dataset.

```
! wB97M-V def2-TZVPD RIJCOSX def2/J DEFGRID3
* xyz -2 1
Tl -0.14 1.26 -0.95
C -1.82 -2.17 0.74
N -1.07 -1.08 1.30
C -1.84 -0.14 2.11
C -2.90 0.67 1.38
C -3.22 1.93 1.88
C -4.12 2.72 1.20
C -4.68 2.23 0.02
C -4.32 0.96 -0.39
N -3.46 0.18 0.27
C 0.12 -1.56 1.97
C 1.19 -0.52 2.24
C 1.81 -0.46 3.48
C 2.82 0.46 3.68
C 3.17 1.30 2.64
C 2.49 1.18 1.43
N 1.53 0.28 1.24
C -1.20 -2.70 -0.54
C -1.75 -3.83 -1.14
C -1.26 -4.25 -2.36
C -0.22 -3.53 -2.95
C 0.27 -2.43 -2.27
N -0.20 -2.02 -1.10
H -1.94 -3.01 1.46
H -2.80 -1.80 0.48
H -2.29 -0.62 3.00
H -1.12 0.61 2.47
H -2.69 2.32 2.74
H -4.32 3.73 1.53
H -5.34 2.84 -0.58
H -4.72 0.55 -1.31
H -0.13 -2.06 2.92
H 0.57 -2.32 1.32
H 1.49 -1.12 4.28
H 3.31 0.55 4.64
H 3.93 2.06 2.75
H 2.70 1.82 0.59
H -2.57 -4.36 -0.66
H -1.67 -5.12 -2.85
H 0.19 -3.81 -3.91
H 1.08 -1.83 -2.68
S -1.65 5.45 1.88
C -0.95 4.33 0.78
S 0.10 3.08 1.39
S -1.24 4.38 -0.90
F 5.43 -0.09 -4.52
C 4.39 0.26 -3.69
C 4.15 -0.50 -2.56
C 3.09 -0.12 -1.74
C 2.24 0.96 -1.99
C 2.54 1.67 -3.17
C 3.60 1.34 -4.02
H 4.79 -1.35 -2.34
H 2.92 -0.73 -0.84
H 1.93 2.52 -3.44
H 3.82 1.91 -4.91
*
```

The total energy is -2651.79571 Ha. For the energy relative to the best compared isomer or geometry (same formula, charge and spin), the calculation gives 0.4548 eV. The HOMO-LUMO gap comes out at 4.446 eV. The molecular weight is 698.06 g mol⁻¹.

Results of the Löwdin charge analysis, in e, for atoms 1 through 2:
1 Tl 0.513
2 C -0.168

Q: Which of these has the lowest molecular weight?
A: C25H22FN2S2Zr

Q: Which of these has the highest molecular weight?
A: C25H22Cl12F9KMgN4O7P

Q: Look up the molecular weight of the fourth one.
A: 1181.27 g mol⁻¹

Q: The lowest molecular weight belongs to which entry?
A: C25H22FN2S2Zr